Formula: C8H10N3
Source: OMol25
Level of theory: ωB97M-V with the def2-TZVPD basis set

Output
Frontier orbital gap = 6.998 eV
DFT total energy = -474.67926 a.u.
ΔE to the lowest compared entry with this formula, charge and spin = 389.6 kJ/mol
Net charge = +1
HOMO level = -11.69 eV

Positions of all 21 atoms, in Å:
N1 0.32 -1.17 -0.08
N2 -3.05 1.50 -0.09
N3 2.19 0.44 -0.08
C1 2.33 1.75 0.08
C2 1.22 -2.29 0.07
C3 1.15 2.41 0.17
C4 -2.16 -0.81 0.02
C5 -1.02 -1.55 -0.16
C6 0.19 1.38 0.06
C7 0.78 0.12 -0.11
C8 -2.13 0.57 0.11
H1 3.32 2.18 0.04
H2 0.82 -3.15 -0.51
H3 0.98 3.56 0.16
H4 2.92 -0.27 -0.08
H5 -3.02 -1.38 -0.31
H6 -4.09 1.13 -0.15
H7 -2.97 2.47 0.03
H8 1.32 -2.53 1.17
H9 2.15 -1.81 -0.33
H10 -1.25 -2.55 -0.04

Table of Löwdin atomic charges, one value per atom, all in e: -0.084 0.137 0.085 -0.139 -0.002 -0.075 -0.073 -0.019 0.118 -0.220 -0.026 0.135 0.120 0.148 0.151 0.121 0.195 0.093 0.130 0.092 0.111

---

Formula: C8H10N3S
Source: OMol25
Level of theory: ωB97M-V with the def2-TZVPD basis set

Output
Frontier orbital gap (spin up / spin down) = 6.174 / 6.171 eV
DFT total energy = -872.99508 a.u.
ΔE to the lowest compared entry with this formula, charge and spin = 110.3 kJ/mol
Net charge = +1
SMILES = C=c1cccc2c1=[NH+][C@H](NN)S2
HOMO level (spin up / spin down) = -11.99 / -11.99 eV

Positions of all 22 atoms, in Å:
S1 -1.80 1.40 0.91
N1 -0.76 -0.53 -0.53
N2 -2.12 0.49 -2.98
N3 -1.84 1.21 -1.78
C1 -0.22 0.73 1.32
C2 1.84 -1.95 -0.27
C3 1.42 -0.96 0.56
C4 0.58 1.08 2.36
C5 2.24 -0.54 1.68
C6 1.83 0.42 2.54
C7 0.15 -0.29 0.41
C8 -1.89 0.38 -0.62
H1 3.19 -1.03 1.81
H2 -3.12 0.33 -3.03
H3 -0.96 1.71 -1.86
H4 1.26 -2.30 -1.12
H5 -1.86 1.07 -3.77
H6 -2.83 -0.18 -0.63
H7 2.79 -2.43 -0.12
H8 2.45 0.72 3.36
H9 -0.63 -1.19 -1.28
H10 0.28 1.86 3.05

Table of Löwdin atomic charges, one value per atom, all in e: 1.075 0.123 0.005 -0.139 -0.450 0.221 -0.185 -0.011 -0.012 -0.041 -0.173 -0.566 0.126 0.087 0.125 0.088 0.089 0.130 0.099 0.122 0.159 0.130

---

Formula: C8H10N3S
Source: OMol25
Level of theory: ωB97M-V with the def2-TZVPD basis set

Output
Frontier orbital gap (spin up / spin down) = 6.961 / 6.114 eV
DFT total energy = -872.81790 a.u.
ΔE to the lowest compared entry with this formula, charge and spin = 216.5 kJ/mol
Net charge = +1
HOMO level (spin up / spin down) = -12.16 / -12.62 eV
Multiplicity = 3
<S²> = 2.101

Positions of all 22 atoms, in Å:
S1 2.08 -0.01 3.06
N1 1.21 -0.35 0.13
N2 -0.19 0.75 -1.31
N3 -1.36 2.27 2.22
C1 -1.13 0.81 -2.21
C2 2.12 -1.06 0.59
C3 2.71 -1.03 1.80
C4 1.00 0.92 2.39
C5 -0.13 -1.60 -1.47
C6 -1.19 -1.55 -2.35
C7 -1.70 -0.35 -2.81
C8 0.35 -0.39 -0.92
H1 3.62 -1.56 2.11
H2 -2.34 -0.35 -3.78
H3 2.59 -1.80 -0.12
H4 -0.10 1.17 2.02
H5 -1.47 -2.52 -2.66
H6 -2.33 2.10 1.78
H7 0.08 -2.61 -1.06
H8 -1.13 3.25 2.06
H9 -1.38 1.78 -2.64
H10 -1.31 2.14 3.15

Table of Löwdin atomic charges, one value per atom, all in e: 1.058 0.130 0.124 0.023 -0.118 -0.270 -0.293 -0.212 0.023 -0.072 -0.014 -0.325 0.095 0.156 0.159 0.028 0.102 0.113 0.132 0.060 0.118 -0.018

---

Formula: C8H10N4O2
Source: OMol25
Level of theory: ωB97M-V with the def2-TZVPD basis set

Output
Frontier orbital gap = 9.886 eV
DFT total energy = -680.29416 a.u.
ΔE to the lowest compared entry with this formula, charge and spin = 147.4 kJ/mol
SMILES = C[C@@H](CC(N)=O)C(=C=N)C#N.N=C=O
HOMO level = -9.36 eV

Positions of all 24 atoms, in Å:
O1 -0.79 3.35 1.71
O2 -1.56 -1.12 1.06
N1 -2.27 1.62 1.30
N2 0.27 2.89 -1.87
N3 1.39 0.83 1.83
N4 -0.10 -1.87 2.47
C1 0.37 0.78 -0.45
C2 0.42 -1.67 -0.06
C3 -0.39 -1.49 1.19
C4 0.29 1.89 -1.19
C5 -1.42 2.43 1.49
C6 0.05 -0.57 -1.07
C7 0.95 0.80 0.79
C8 0.94 -0.75 -2.30
H1 1.01 0.03 -2.98
H2 1.52 -1.80 0.08
H3 -2.10 0.54 1.17
H4 0.66 -1.67 -2.86
H5 -0.99 -0.71 -1.50
H6 -0.59 3.45 -2.03
H7 0.88 -1.79 2.61
H8 2.05 -1.04 -2.14
H9 -0.69 -1.53 3.18
H10 0.12 -2.59 -0.44

Table of Löwdin atomic charges, one value per atom, all in e: 0.160 -0.006 0.184 0.210 0.224 0.190 -0.219 -0.084 -0.512 -0.074 -0.524 -0.295 -0.259 -0.077 0.044 0.147 0.096 0.087 0.172 0.116 0.086 0.117 0.107 0.108

---

Formula: C8H10N5
Source: OMol25
Level of theory: ωB97M-V with the def2-TZVPD basis set

Output
Frontier orbital gap (spin up / spin down) = 7.753 / 5.943 eV
DFT total energy = -584.20977 a.u.
ΔE to the lowest compared entry with this formula, charge and spin = 425.9 kJ/mol
Net charge = +1
SMILES = C[N+]1=C=C(C2=NCNC(N)=C2)N=C1
HOMO level (spin up / spin down) = -11.91 / -12.11 eV

Positions of all 23 atoms, in Å:
N1 -0.24 0.90 1.44
N2 -2.56 -3.00 -0.65
N3 0.73 -0.61 -1.53
N4 1.20 2.51 1.51
N5 -0.61 -2.63 -1.88
C1 1.98 3.72 1.86
C2 -1.56 -2.14 -0.98
C3 0.53 -1.81 -2.22
C4 -0.06 -0.30 -0.55
C5 1.25 1.94 0.30
C6 -1.20 -1.05 -0.24
C7 0.34 0.85 0.17
C8 0.28 1.88 2.22
H1 3.03 3.60 1.94
H2 1.94 4.54 1.15
H3 -3.41 -2.73 -0.22
H4 0.13 1.85 3.30
H5 -2.67 -3.74 -1.27
H6 -1.72 -0.79 0.64
H7 1.61 -2.32 -2.18
H8 0.45 -1.44 -3.27
H9 -1.09 -3.27 -2.51
H10 1.65 4.05 2.96

Table of Löwdin atomic charges, one value per atom, all in e: 0.085 0.221 0.154 -0.139 0.126 0.004 -0.252 -0.201 -0.248 0.171 0.110 -0.201 -0.132 0.070 0.090 0.125 0.145 0.099 0.113 0.195 0.155 0.166 0.144

---

Formula: C8H10NO2
Source: OMol25
Level of theory: ωB97M-V with the def2-TZVPD basis set

Output
Frontier orbital gap (spin up / spin down) = 8.956 / 8.319 eV
DFT total energy = -515.65287 a.u.
ΔE to the lowest compared entry with this formula, charge and spin = 517.5 kJ/mol
Net charge = +1
HOMO level (spin up / spin down) = -12.98 / -12.72 eV

Positions of all 21 atoms, in Å:
O1 -1.33 -0.79 2.89
O2 -1.83 1.41 2.13
N1 -1.85 -0.44 0.57
C1 1.01 -0.76 -1.90
C2 -1.27 0.24 1.93
C3 0.26 -0.48 -0.77
C4 2.53 1.10 -1.34
C5 0.75 0.48 0.04
C6 -0.94 -1.28 -0.28
C7 2.14 0.00 -2.10
C8 1.73 1.39 -0.24
H1 2.75 -0.31 -2.90
H2 -1.19 1.97 2.44
H3 0.97 -1.76 -2.44
H4 -2.13 0.30 -0.16
H5 -2.77 -0.98 0.65
H6 3.27 1.83 -1.60
H7 -1.58 -1.67 -1.14
H8 1.93 2.24 0.32
H9 -0.77 -2.19 0.27
H10 -1.66 -0.28 3.64

Table of Löwdin atomic charges, one value per atom, all in e: 0.094 0.151 0.085 -0.027 -0.286 -0.253 -0.030 0.088 -0.088 -0.072 -0.054 0.103 0.093 0.156 0.206 0.203 0.120 0.165 0.091 0.127 0.128

---

Formula: C8H10O
Source: OMol25
Level of theory: ωB97M-V with the def2-TZVPD basis set

Output
Frontier orbital gap = 10.186 eV
DFT total energy = -385.82447 a.u.
ΔE to the lowest compared entry with this formula, charge and spin = 654.6 kJ/mol
SMILES = C=C[C@@H]1[C@H](C=C)[C@@H]1C=O
HOMO level = -9.44 eV

Positions of all 19 atoms, in Å:
O1 -2.17 -1.51 -0.53
C1 -1.61 1.58 -0.54
C2 -0.53 1.75 0.17
C3 1.20 -0.51 0.92
C4 -1.04 -1.04 -0.27
C5 0.29 0.64 1.05
C6 -0.27 -0.70 0.91
C7 1.86 -0.66 -0.31
C8 2.37 0.30 -1.07
H1 -2.14 2.56 -0.93
H2 2.00 -0.73 1.75
H3 0.18 1.04 2.19
H4 -0.70 -1.00 1.71
H5 -2.31 0.58 -0.71
H6 2.40 1.38 -1.21
H7 2.66 -0.11 -2.27
H8 1.93 -1.65 -0.85
H9 0.01 2.72 0.40
H10 -0.28 -0.91 -1.10

Table of Löwdin atomic charges, one value per atom, all in e: 0.010 -0.026 -0.135 -0.236 -0.238 -0.166 -0.210 -0.254 0.006 0.099 0.198 0.184 0.084 0.123 0.050 0.133 0.133 0.108 0.137

---

Formula: C8H10O
Source: OMol25
Level of theory: ωB97M-V with the def2-TZVPD basis set

Output
Frontier orbital gap = 8.648 eV
DFT total energy = -385.80034 a.u.
ΔE to the lowest compared entry with this formula, charge and spin = 718.0 kJ/mol
HOMO level = -8.40 eV

Positions of all 19 atoms, in Å:
O1 0.76 0.79 1.67
C1 1.04 -0.31 -0.41
C2 -1.76 -0.34 -0.55
C3 -1.17 0.24 0.54
C4 2.46 -0.35 -0.43
C5 0.26 0.28 0.54
C6 -1.93 0.66 1.60
C7 0.32 -0.72 -1.58
C8 -1.03 -0.66 -1.84
H1 -3.03 0.90 1.51
H2 3.25 -0.07 0.45
H3 -3.18 -0.34 -0.59
H4 2.84 -1.55 -0.86
H5 -1.42 1.78 1.85
H6 0.62 -1.02 -2.57
H7 1.94 1.07 1.38
H8 -1.40 0.21 2.73
H9 -1.62 -1.13 -2.34
H10 3.03 0.58 -1.08

Table of Löwdin atomic charges, one value per atom, all in e: -0.022 -0.306 -0.008 -0.378 -0.126 -0.305 -0.109 -0.061 -0.043 0.089 0.089 0.198 0.173 0.141 0.104 0.268 0.177 -0.018 0.138

---

Formula: C8H10O6PV
Source: OMol25
Level of theory: ωB97M-V with the def2-TZVPD basis set

Output
Frontier orbital gap (spin up / spin down) = 6.862 / 7.115 eV
DFT total energy = -2046.90786 a.u.
ΔE to the lowest compared entry with this formula, charge and spin = 0.0 kJ/mol
Net charge = +2
HOMO level (spin up / spin down) = -17.95 / -17.94 eV
Multiplicity = 3
<S²> = 2.021

Positions of all 26 atoms, in Å:
V1 0.09 -0.74 -1.11
P1 0.67 -0.69 2.85
O1 0.02 -0.21 1.55
O2 -0.02 -1.76 -4.16
O3 -0.12 4.82 1.26
O4 -2.49 0.26 0.30
O5 -0.22 -3.60 0.04
O6 2.71 0.29 0.07
C1 1.89 -1.98 2.60
C2 1.72 -0.11 -0.41
C3 0.00 4.00 0.49
C4 -1.45 0.10 -0.21
C5 0.04 -1.38 -3.08
C6 -0.09 -2.51 -0.38
C7 -0.53 -1.38 3.99
C8 1.55 0.57 3.79
H1 1.42 -2.85 2.14
H2 -1.24 -0.61 4.32
H3 -1.13 -2.14 3.47
H4 -0.05 -1.83 4.87
H5 2.68 -1.61 1.93
H6 0.86 1.35 4.13
H7 -0.15 0.76 -0.47
H8 2.06 0.14 4.65
H9 2.28 1.06 3.14
H10 2.34 -2.28 3.55

Table of Löwdin atomic charges, one value per atom, all in e: 0.567 0.619 -0.424 0.264 0.047 0.256 0.237 0.218 -0.154 -0.059 -0.012 -0.112 0.083 -0.005 -0.147 -0.143 0.053 0.078 0.067 0.082 0.056 0.076 0.123 0.083 0.065 0.083

---

Formula: C8H10OS
Source: OMol25
Level of theory: ωB97M-V with the def2-TZVPD basis set

Output
Frontier orbital gap (spin up / spin down) = 7.711 / 9.208 eV
DFT total energy = -784.03358 a.u.
ΔE to the lowest compared entry with this formula, charge and spin = 133.0 kJ/mol
HOMO level (spin up / spin down) = -6.86 / -9.68 eV
Multiplicity = 3
<S²> = 2.011

Positions of all 20 atoms, in Å:
S1 2.29 -1.14 1.60
O1 -1.37 0.76 0.50
C1 -1.83 0.33 -0.77
C2 0.36 -0.41 -0.32
C3 -0.08 1.86 -1.04
C4 -0.04 0.99 0.13
C5 -0.90 -0.91 -1.00
C6 0.72 -1.46 0.77
C7 -1.23 1.47 -1.66
C8 2.03 0.07 2.77
H1 -0.82 -1.10 -2.11
H2 2.99 0.37 3.17
H3 -0.13 -1.42 1.53
H4 1.05 0.47 2.50
H5 -1.45 1.57 -2.70
H6 1.15 -0.14 -1.02
H7 -1.27 -1.79 -0.48
H8 0.59 2.65 -1.22
H9 0.76 -2.44 0.40
H10 -2.84 0.26 -1.06

Table of Löwdin atomic charges, one value per atom, all in e: 0.817 -0.048 -0.244 -0.329 -0.002 -0.173 -0.089 -0.446 0.025 -0.380 0.139 -0.007 0.123 -0.008 0.098 0.137 0.115 0.098 0.048 0.128

---

Formula: C8H10OS
Source: OMol25
Level of theory: ωB97M-V with the def2-TZVPD basis set

Output
Frontier orbital gap (spin up / spin down) = 6.851 / 6.351 eV
DFT total energy = -784.00219 a.u.
ΔE to the lowest compared entry with this formula, charge and spin = 215.5 kJ/mol
HOMO level (spin up / spin down) = -6.02 / -8.41 eV
Multiplicity = 3
<S²> = 2.030

Positions of all 20 atoms, in Å:
S1 0.22 0.99 2.60
O1 1.17 2.00 -1.35
C1 -1.26 0.18 2.97
C2 1.68 -0.76 -1.97
C3 1.68 1.17 -0.43
C4 2.00 -0.21 -0.74
C5 -1.48 -0.50 -0.71
C6 -1.88 -0.38 1.85
C7 -1.14 -0.10 0.66
C8 0.01 0.59 0.94
H1 -0.83 -1.28 -1.00
H2 -1.55 -0.05 4.03
H3 1.12 -0.30 -2.72
H4 -2.55 -1.01 -0.76
H5 2.09 -0.85 0.12
H6 2.22 1.73 0.22
H7 -2.84 -1.02 1.88
H8 -1.28 0.27 -1.35
H9 1.84 -1.91 -2.22
H10 0.80 1.44 -2.01

Table of Löwdin atomic charges, one value per atom, all in e: 0.961 0.058 -0.441 -0.016 -0.255 -0.165 -0.053 -0.147 -0.405 -0.339 0.052 0.078 0.016 0.134 0.099 0.087 0.133 0.034 0.104 0.064

---

Among the records above, which one has the highest DFT total energy?
number 8

---

Copy entry 11 word for word.
Formula: C8H10OS
Source: OMol25
Level of theory: ωB97M-V with the def2-TZVPD basis set

Output
Frontier orbital gap (spin up / spin down) = 6.851 / 6.351 eV
DFT total energy = -784.00219 a.u.
ΔE to the lowest compared entry with this formula, charge and spin = 215.5 kJ/mol
HOMO level (spin up / spin down) = -6.02 / -8.41 eV
Multiplicity = 3
<S²> = 2.030

Positions of all 20 atoms, in Å:
S1 0.22 0.99 2.60
O1 1.17 2.00 -1.35
C1 -1.26 0.18 2.97
C2 1.68 -0.76 -1.97
C3 1.68 1.17 -0.43
C4 2.00 -0.21 -0.74
C5 -1.48 -0.50 -0.71
C6 -1.88 -0.38 1.85
C7 -1.14 -0.10 0.66
C8 0.01 0.59 0.94
H1 -0.83 -1.28 -1.00
H2 -1.55 -0.05 4.03
H3 1.12 -0.30 -2.72
H4 -2.55 -1.01 -0.76
H5 2.09 -0.85 0.12
H6 2.22 1.73 0.22
H7 -2.84 -1.02 1.88
H8 -1.28 0.27 -1.35
H9 1.84 -1.91 -2.22
H10 0.80 1.44 -2.01

Table of Löwdin atomic charges, one value per atom, all in e: 0.961 0.058 -0.441 -0.016 -0.255 -0.165 -0.053 -0.147 -0.405 -0.339 0.052 0.078 0.016 0.134 0.099 0.087 0.133 0.034 0.104 0.064

---

What did the ninth record say?
Formula: C8H10O6PV
Source: OMol25
Level of theory: ωB97M-V with the def2-TZVPD basis set

Output
Frontier orbital gap (spin up / spin down) = 6.862 / 7.115 eV
DFT total energy = -2046.90786 a.u.
ΔE to the lowest compared entry with this formula, charge and spin = 0.0 kJ/mol
Net charge = +2
HOMO level (spin up / spin down) = -17.95 / -17.94 eV
Multiplicity = 3
<S²> = 2.021

Positions of all 26 atoms, in Å:
V1 0.09 -0.74 -1.11
P1 0.67 -0.69 2.85
O1 0.02 -0.21 1.55
O2 -0.02 -1.76 -4.16
O3 -0.12 4.82 1.26
O4 -2.49 0.26 0.30
O5 -0.22 -3.60 0.04
O6 2.71 0.29 0.07
C1 1.89 -1.98 2.60
C2 1.72 -0.11 -0.41
C3 0.00 4.00 0.49
C4 -1.45 0.10 -0.21
C5 0.04 -1.38 -3.08
C6 -0.09 -2.51 -0.38
C7 -0.53 -1.38 3.99
C8 1.55 0.57 3.79
H1 1.42 -2.85 2.14
H2 -1.24 -0.61 4.32
H3 -1.13 -2.14 3.47
H4 -0.05 -1.83 4.87
H5 2.68 -1.61 1.93
H6 0.86 1.35 4.13
H7 -0.15 0.76 -0.47
H8 2.06 0.14 4.65
H9 2.28 1.06 3.14
H10 2.34 -2.28 3.55

Table of Löwdin atomic charges, one value per atom, all in e: 0.567 0.619 -0.424 0.264 0.047 0.256 0.237 0.218 -0.154 -0.059 -0.012 -0.112 0.083 -0.005 -0.147 -0.143 0.053 0.078 0.067 0.082 0.056 0.076 0.123 0.083 0.065 0.083